Computed, not measured: 10 unconnected molecules or ions with the total composition C40H110N10O10 in a non-equilibrium geometry, with wB97M-V/def2-TZVPD.

Each line ends with the Löwdin charge.
Geometry (Å):
C: 2.63678 3.44725 -2.41912  -0.06
C: 1.20328 3.81635 -2.10682  -0.44
C: 1.00133 4.23165 -0.66354  -0.21
O: -0.33144 3.93835 -0.27354  -0.21
C: -0.49355 3.97481 1.12658  -0.10
N: 0.76921 4.92876 -2.99025  0.05
H: 2.70345 3.01029 -3.42225  0.06
H: 3.03948 2.73194 -1.70368  0.08
H: 3.24804 4.34860 -2.50566  0.08
H: 0.54538 2.94667 -2.25531  0.11
H: 1.16591 5.31561 -0.57217  0.13
H: 1.72805 3.74155 -0.00036  0.12
H: -1.52855 3.74926 1.36801  0.06
H: -0.28208 4.98739 1.50533  0.10
H: 0.22814 3.30711 1.60531  0.08
H: -0.20556 5.07635 -2.72107  0.04
H: 0.60633 4.49342 -3.90986  0.02
C: -3.59924 1.83648 2.31018  -0.04
C: -3.10539 0.56653 1.57782  -0.42
C: -2.71982 -0.49195 2.60475  -0.23
O: -1.60983 -0.04821 3.34992  -0.21
C: -1.46858 -0.75127 4.56769  -0.10
N: -4.09010 -0.04020 0.68394  0.04
H: -4.68671 1.90697 2.30539  0.08
H: -3.15203 2.74705 1.90743  0.04
H: -3.26364 1.82950 3.35246  0.07
H: -2.22115 0.86072 1.00446  0.12
H: -2.46036 -1.43409 2.10964  0.12
H: -3.60860 -0.62172 3.24181  0.14
H: -2.06513 -0.24612 5.33451  0.09
H: -0.42403 -0.70583 4.88929  0.08
H: -1.69169 -1.81657 4.45394  0.07
H: -4.28212 0.57953 -0.09616  0.03
H: -4.99772 -0.08927 1.14117  0.07
C: 5.19869 -0.81087 5.41925  -0.07
C: 4.20666 -0.10860 6.37055  -0.41
C: 4.90754 0.82959 7.31041  -0.21
O: 5.28653 1.99694 6.61147  -0.19
C: 6.63120 2.34552 6.78087  -0.12
N: 3.15732 0.59088 5.59749  0.05
H: 5.67464 -0.15153 4.68931  0.08
H: 4.65368 -1.51864 4.77489  0.06
H: 5.88645 -1.46593 5.95868  0.08
H: 3.73908 -0.98409 6.83278  0.13
H: 5.80996 0.33605 7.68917  0.12
H: 4.28244 1.06666 8.17878  0.13
H: 6.87508 2.58235 7.82752  0.09
H: 6.88025 3.27382 6.26347  0.09
H: 7.29454 1.56076 6.40186  0.09
H: 3.47845 1.53923 5.41742  0.08
H: 3.11712 0.17934 4.66840  0.04
C: -0.16807 2.61368 5.80411  -0.06
C: 0.66718 2.54333 7.09300  -0.42
C: 0.00227 3.27239 8.23934  -0.21
O: -0.23665 4.64299 7.96097  -0.18
C: -1.58709 5.02854 7.83485  -0.12
N: 0.81453 1.11862 7.50025  0.03
H: 0.29396 2.03171 5.00678  0.06
H: -0.33257 3.64528 5.48824  0.07
H: -1.13182 2.13860 6.03199  0.07
H: 1.65998 2.91762 6.82653  0.13
H: 0.57370 3.16137 9.16171  0.12
H: -0.95397 2.74901 8.38978  0.12
H: -1.85391 5.10566 6.77720  0.08
H: -1.70934 6.00415 8.30876  0.08
H: -2.25975 4.33788 8.35006  0.08
H: -0.02555 0.66946 7.14318  0.04
H: 1.57619 0.76002 6.91667  0.02
C: 1.01489 1.75035 -5.98907  -0.06
C: 0.85661 3.22227 -6.34567  -0.40
C: 0.65321 3.36499 -7.85778  -0.21
O: 0.92299 4.71929 -8.17696  -0.20
C: 1.00865 4.99634 -9.56384  -0.10
N: -0.28206 3.78564 -5.60341  0.04
H: 0.52048 1.00562 -6.60837  0.08
H: 0.74455 1.56740 -4.94180  0.06
H: 2.08493 1.51655 -5.92193  0.08
H: 1.73662 3.81480 -6.09377  0.14
H: -0.39762 3.18492 -8.11986  0.12
H: 1.32390 2.68665 -8.39958  0.12
H: 0.05759 5.38948 -9.93067  0.09
H: 1.30473 4.10830 -10.12996  0.08
H: 1.79501 5.73801 -9.70544  0.09
H: -1.13822 3.23659 -5.65011  0.04
H: -0.46738 4.71629 -5.96711  0.09
C: -0.35341 -4.71344 4.01963  -0.07
C: -1.56090 -4.91494 4.91979  -0.45
C: -2.75125 -5.34981 4.09762  -0.21
O: -3.25813 -4.19027 3.45144  -0.20
C: -4.31963 -4.48342 2.58903  -0.12
N: -1.25069 -5.89656 5.94043  0.04
H: 0.43187 -4.14983 4.53828  0.07
H: -0.56638 -4.19345 3.08504  0.07
H: 0.16164 -5.63405 3.72258  0.08
H: -1.78406 -3.93146 5.35635  0.13
H: -3.54442 -5.78458 4.72382  0.13
H: -2.45311 -6.10324 3.35852  0.13
H: -4.12541 -5.31517 1.90576  0.09
H: -4.55291 -3.57116 2.03750  0.08
H: -5.24304 -4.72467 3.14116  0.09
H: -1.97902 -5.96691 6.63665  0.07
H: -0.35353 -5.76183 6.38015  0.07
C: 4.78476 -4.89447 -4.05846  -0.06
C: 4.97869 -6.05165 -3.08383  -0.43
C: 4.28909 -5.77009 -1.75644  -0.24
O: 5.09240 -4.91661 -0.98247  -0.17
C: 4.40014 -4.33720 0.08532  -0.13
N: 4.43914 -7.32238 -3.61556  0.02
H: 3.80289 -5.01877 -4.52607  0.07
H: 5.54677 -4.86393 -4.83636  0.07
H: 4.73369 -3.92081 -3.56468  0.08
H: 6.02112 -6.29032 -2.86928  0.14
H: 4.25134 -6.74431 -1.24151  0.13
H: 3.24569 -5.47319 -1.92976  0.13
H: 5.06994 -3.82010 0.77457  0.09
H: 3.89668 -5.07960 0.72130  0.09
H: 3.67853 -3.58588 -0.26200  0.08
H: 4.93700 -7.54387 -4.47102  0.07
H: 3.47077 -7.18848 -3.89355  0.07
C: -5.23183 -3.69574 -7.98908  -0.07
C: -4.41889 -3.84818 -6.71619  -0.46
C: -3.46193 -2.68978 -6.49274  -0.22
O: -2.67759 -2.94827 -5.35141  -0.18
C: -1.66183 -2.00362 -5.20109  -0.12
N: -5.29933 -4.09134 -5.56855  0.04
H: -4.58436 -3.38349 -8.80865  0.08
H: -6.05796 -2.98858 -7.87397  0.08
H: -5.69383 -4.65212 -8.22895  0.08
H: -3.85000 -4.77463 -6.85654  0.14
H: -4.09682 -1.80700 -6.29967  0.13
H: -2.84447 -2.52463 -7.38361  0.13
H: -1.19160 -2.09444 -4.21856  0.08
H: -2.04425 -0.97117 -5.17150  0.08
H: -0.87285 -2.09087 -5.95504  0.09
H: -4.72636 -4.05416 -4.72595  0.07
H: -5.88002 -3.26146 -5.42989  0.07
C: -3.24566 2.33076 -1.76240  -0.07
C: -2.65036 2.71582 -3.08960  -0.42
C: -3.47098 2.22121 -4.25230  -0.19
O: -2.86905 2.68169 -5.45515  -0.25
C: -3.66107 2.47596 -6.60103  -0.09
N: -2.70624 4.18839 -3.14619  0.06
H: -2.81929 2.89134 -0.92859  0.07
H: -3.14093 1.27734 -1.48795  0.06
H: -4.32604 2.51069 -1.75460  0.09
H: -1.61981 2.34705 -3.18292  0.13
H: -4.51851 2.53569 -4.17716  0.13
H: -3.49193 1.12070 -4.33315  0.12
H: -3.05071 2.79130 -7.44834  0.08
H: -4.54042 3.12992 -6.59604  0.10
H: -3.96893 1.43144 -6.70377  0.09
H: -2.18476 4.51428 -3.95178  0.05
H: -2.27805 4.58389 -2.31752  0.06
C: 1.69190 -1.88636 2.73795  -0.05
C: 1.93632 -0.86835 1.60584  -0.41
C: 0.85266 -0.90966 0.58010  -0.21
O: 1.26056 -0.04267 -0.47273  -0.19
C: 0.26820 0.06870 -1.46590  -0.10
N: 2.00147 0.45627 2.28827  0.06
H: 1.88028 -2.87870 2.31174  0.07
H: 0.60427 -1.92976 2.87925  0.06
H: 2.22351 -1.68057 3.65774  0.06
H: 2.91659 -1.12872 1.20638  0.13
H: -0.08643 -0.53895 1.01191  0.12
H: 0.73226 -1.91579 0.15514  0.13
H: -0.12140 -0.91625 -1.75640  0.08
H: 0.68202 0.54769 -2.35044  0.08
H: -0.57048 0.65973 -1.07343  0.08
H: 1.13950 0.57245 2.82430  0.06
H: 1.85350 1.09726 1.50592  0.05

As for the HOMO energy: -8.7 eV. Its SMILES is COC[C@H](C)N.COC[C@H](C)N.COC[C@H](C)N.COC[C@H](C)N.COC[C@H](C)N.COC[C@H](C)N.COC[C@H](C)N.COC[C@H](C)N.COC[C@H](C)N.COC[C@H](C)N. The spin multiplicity is 1. As for the orbital gap: 9.048 eV. The largest force on an atom comes out at 2.8 eV Å⁻¹. As for the energy relative to the best compared isomer or geometry (same formula, charge and spin): 1.337 eV.